{"formula": "C8H5BrNO2", "method": "the ωB97M-V functional and the def2-TZVPD basis", "e_tot_ev": -84003.9717, "charge": -1, "symbols": ["C", "C", "C", "C", "C", "C", "C", "C", "N", "O", "O", "Br", "H", "H", "H", "H", "H"], "positions_angstrom": [[-0.94574, 0.82591, -0.50460], [-0.91735, -0.49931, -0.64539], [0.21669, 1.58981, -0.22665], [0.23452, -1.22068, -0.53695], [1.43359, 0.87369, -0.10958], [1.36594, -0.48755, -0.30415], [2.92431, 1.20340, 0.12210], [2.76119, -1.08523, -0.24604], [3.60362, -0.03486, -0.29990], [3.00767, -2.29603, -0.29096], [3.35265, 2.36073, -0.21195], [5.39801, -0.09458, 0.07163], [-1.81654, 1.48544, -0.79122], [-1.80092, -1.01700, -0.77433], [0.14964, 2.69824, -0.29239], [0.25929, -2.32041, -0.72477], [2.99430, 0.77716, 1.41745]], "atomic_forces_ev_per_a": [[0.2981, 4.9191, -0.2633], [-0.1883, -1.5686, 0.2612], [0.6673, -0.1788, -0.5655], [0.6245, -1.2326, -0.3007], [-0.4952, 0.0538, -0.2567], [1.6413, -1.2136, 0.3375], [-1.2965, 1.8761, 3.2543], [-0.5050, -1.7314, -1.1615], [0.3481, -0.4240, -1.1079], [0.0300, 1.1277, 0.3886], [0.2597, -0.9500, 0.1130], [-0.1851, -0.3207, -0.0329], [0.5469, -1.2503, 0.6540], [-1.8878, -0.9814, -0.6013], [0.3077, -0.9640, 0.3861], [0.1188, 1.0669, 0.3531], [-0.2843, 1.7718, -1.4578]]}



{"formula": "C8H5Cl2GdLaNO3S", "method": "the ωB97M-V functional and the def2-TZVPD basis", "multiplicity": 8, "relative_energy_kcal_mol": 0.00, "charge": 4, "symbols": ["Gd", "La", "Cl", "Cl", "C", "C", "C", "O", "O", "O", "S", "C", "N", "C", "C", "C", "C", "H", "H", "H", "H", "H"], "positions_angstrom": [[-1.77979, -0.96013, -5.05543], [-0.57332, 0.92949, 0.69885], [-1.23714, -2.28450, -3.07771], [-0.80158, 2.38702, -1.46608], [1.75283, 1.81786, 0.13220], [0.02003, -1.90123, -6.17086], [-0.07339, 0.54283, -5.61329], [2.70923, 2.39544, -0.15275], [0.95376, -2.34617, -6.69059], [0.80348, 1.19220, -6.00551], [-0.61799, -1.81437, 0.39661], [-0.15545, -1.22248, 1.93237], [-1.16383, -1.05316, 2.88787], [-1.17018, 0.02519, 3.75380], [-0.14171, 0.95922, 3.69174], [0.98425, 0.72205, 2.86190], [1.02427, -0.44387, 2.07060], [-1.95495, -1.69661, 2.87984], [-2.01061, 0.07847, 4.44061], [-0.17310, 1.84599, 4.32432], [1.79018, 1.45540, 2.80872], [1.81502, -0.62864, 1.35281]], "atomic_forces_ev_per_a": [[-3.9001, -0.9547, 1.7423], [-3.8491, 2.7683, -2.5179], [0.0125, 0.4939, -0.6615], [0.1079, -0.5129, 0.0312], [5.3057, 3.1849, -1.6612], [6.5290, -3.8375, -3.8988], [6.2753, 5.3411, -2.3727], [-3.9610, -2.4937, 1.1763], [-4.5945, 2.1830, 2.5563], [-4.4252, -3.2190, 1.9870], [0.2681, -0.5062, 0.2964], [-0.3143, -1.1852, 0.8173], [1.2433, 1.5448, 0.4343], [0.2230, -1.3847, -0.6258], [0.5896, 0.3420, -0.2597], [0.3086, -1.4098, 1.2526], [0.1355, 0.1798, 1.3801], [-0.0871, -0.0776, -0.0582], [0.0515, 0.0720, 0.0169], [-0.0880, -0.1757, -0.0677], [-0.0140, -0.1994, 0.2681], [0.1834, -0.1535, 0.1646]]}



{"formula": "C8H5Cl2NO2", "method": "the ωB97M-V functional and the def2-TZVPD basis", "relative_energy_kcal_mol": 72.77, "charge": 0, "symbols": ["C", "C", "C", "C", "C", "C", "C", "C", "N", "O", "O", "Cl", "Cl", "H", "H", "H", "H", "H"], "positions_angstrom": [[0.78658, 1.11315, 1.07013], [-0.29831, 1.53076, 0.14691], [1.03569, -0.16825, 1.26649], [-1.47833, 0.65203, 0.12574], [0.49254, -1.50740, -0.72383], [0.97742, 0.73715, -1.95169], [0.02069, -1.13582, 0.70789], [-1.37527, -0.62661, 0.49600], [0.84422, -0.56088, -1.69641], [0.60791, -2.63335, -1.09618], [0.40543, 1.61427, -1.34383], [-2.94187, 1.60218, -0.13744], [-2.81703, -1.54323, 0.72813], [1.49430, 1.81537, 1.46187], [-0.74047, 2.55495, 0.44638], [1.88446, -0.44416, 1.84795], [-0.09500, -2.02444, 1.19925], [1.19704, -0.97574, -2.54734]], "atomic_forces_ev_per_a": [[0.2493, -0.0283, -0.6666], [-0.2389, 1.1830, 0.6110], [-1.6875, 0.2162, 0.1546], [-0.4057, 0.5939, 0.2765], [0.1092, -0.7336, -0.2640], [1.0241, -1.2011, -2.5020], [0.2594, 1.2968, -2.1147], [-0.7726, 1.7899, -0.0205], [0.6050, -0.0519, -0.2300], [-0.1788, -1.3709, 0.4721], [-2.1017, 4.4973, 3.6148], [0.3254, -1.0732, -0.0013], [0.6633, -0.4036, -0.0253], [0.0021, 0.6508, -0.0291], [1.4565, -1.2506, -1.3092], [0.3312, -0.7091, 0.2190], [0.3433, -2.3899, 1.3647], [0.0163, -1.0159, 0.4502]]}



{"formula": "C8H5ClNO4W", "method": "the ωB97M-V functional and the def2-TZVPD basis", "relative_energy_kcal_mol": 0.00, "charge": 3, "symbols": ["W", "O", "C", "O", "C", "C", "C", "C", "C", "N", "C", "O", "O", "H", "H", "H", "Cl", "C", "H", "H"], "positions_angstrom": [[-0.01410, 2.13660, 0.57438], [3.39666, 1.11952, 2.54949], [2.29143, 1.04736, 2.29146], [1.64842, 2.11501, 1.21101], [1.10949, 0.23378, 2.65065], [1.14888, -0.75697, 3.60728], [-0.06519, -1.34663, 3.98335], [-1.27082, -0.86779, 3.45331], [-1.20209, 0.12971, 2.50546], [-0.03337, 0.62948, 2.05337], [-2.40103, 0.83132, 1.99260], [-3.53330, 0.77369, 2.08435], [-1.72785, 1.98982, 1.03672], [2.08824, -1.04191, 4.07024], [-0.07861, -2.13188, 4.73295], [-2.23190, -1.23961, 3.79396], [-0.02472, 3.14221, -1.54146], [0.06841, 1.32527, -1.32495], [1.03704, 0.96215, -1.66923], [-0.84658, 0.86686, -1.69986]], "atomic_forces_ev_per_a": [[-0.1739, 1.0073, 0.6462], [-0.0051, 0.0667, -0.0573], [0.2602, -0.0882, 0.0210], [-0.3917, -0.0340, -0.1262], [-0.0752, 0.0159, -0.0699], [-0.0205, -0.0076, 0.0051], [-0.0198, -0.0342, 0.0456], [0.0149, 0.0054, 0.0008], [0.0766, 0.0228, -0.0559], [-0.0374, -0.4797, 0.2316], [-0.1625, -0.1323, 0.0209], [-0.0052, 0.0986, -0.0509], [0.3958, -0.0321, -0.0326], [0.0046, 0.0012, 0.0011], [0.0103, -0.0048, -0.0037], [0.0010, -0.0063, 0.0064], [0.0696, -0.0641, -0.2475], [0.0375, -0.1083, 0.0145], [-0.0792, -0.1118, -0.1711], [0.1000, -0.1143, -0.1782]]}



{"formula": "C8H5FNO2", "method": "the ωB97M-V functional and the def2-TZVPD basis", "relative_energy_kcal_mol": 0.00, "charge": -1, "symbols": ["C", "C", "C", "C", "C", "C", "C", "C", "N", "O", "O", "F", "H", "H", "H", "H", "H"], "positions_angstrom": [[0.84320, 1.44684, 1.74299], [-0.17500, -0.99807, 0.49388], [0.89880, -0.77268, -0.23340], [-1.02967, 0.06963, 1.05960], [1.49722, 0.54169, -0.46205], [-2.75257, 1.75014, 0.80365], [-1.47242, 1.11327, 0.31836], [1.31952, 1.55158, 0.38315], [0.71125, 1.49277, 2.89132], [-3.08662, 2.85415, 0.32793], [-3.47394, 1.08340, 1.58223], [2.10494, 2.62254, 0.17151], [-0.31221, -2.10017, 0.84005], [1.30396, -1.43128, -0.97969], [-1.28430, -0.10581, 2.08041], [2.07637, 0.54762, -1.44570], [-1.19158, 1.30619, -0.77776]], "atomic_forces_ev_per_a": [[0.6082, 0.8237, 0.3881], [-0.3399, -1.6915, 1.7711], [0.7978, 1.0490, -1.8278], [0.5508, -0.4948, -1.7048], [-0.6302, -0.8618, -1.2555], [-1.7919, 0.9135, 0.4360], [-0.9692, -1.8498, -0.5213], [2.3004, -0.6634, -0.0402], [0.1326, -0.0358, -0.6086], [0.8133, 0.5561, -0.6682], [0.6645, -0.4988, 0.2587], [-0.1419, 1.2102, 0.1685], [-0.5195, 1.9299, -0.9709], [0.2616, -1.2263, 0.5812], [-0.9176, 0.2966, 0.3503], [-0.6102, 0.8976, 1.7486], [-0.2088, -0.3543, 1.8948]]}



{"formula": "C8H5NO5Tb", "method": "the ωB97M-V functional and the def2-TZVPD basis", "multiplicity": 7, "relative_energy_kcal_mol": 113.15, "charge": 3, "symbols": ["O", "C", "Tb", "O", "C", "C", "O", "C", "O", "C", "O", "C", "C", "C", "N", "H", "H", "H", "H", "H"], "positions_angstrom": [[0.00008, -0.00108, -5.82068], [0.00010, -0.00072, -4.67453], [0.00172, -0.00333, -2.01863], [-1.63713, -2.75980, -1.70070], [-1.04489, -1.76046, -1.79129], [1.04348, 1.76039, -1.79286], [1.63627, 2.75972, -1.70158], [-1.75986, 1.04403, -1.79312], [-2.75903, 1.63702, -1.70030], [1.76142, -1.04396, -1.79121], [2.76032, -1.63666, -1.70031], [0.26521, -0.53496, 3.71357], [-0.26324, 0.53099, 2.79821], [-0.14424, 0.29108, 1.51944], [-0.00733, 0.01476, 0.39635], [-0.26634, -1.49716, 3.50136], [0.16598, -0.33492, 4.81021], [1.35272, -0.69458, 3.50147], [-1.35746, 0.71584, 3.12223], [0.25220, 1.51380, 3.12237]], "atomic_forces_ev_per_a": [[0.0075, -0.0014, 4.4728], [-0.0313, 0.0107, -4.9926], [-0.0965, 0.7549, -4.1826], [3.1065, 5.3500, -0.5414], [-7.8300, -13.5576, 1.9892], [7.9360, 13.0582, 1.8194], [-3.2167, -5.3318, -0.5096], [-13.2760, 7.6824, 1.8915], [5.3824, -3.1383, -0.5336], [13.3950, -8.0783, 1.9809], [-5.3170, 3.1945, -0.5422], [1.3355, -2.7049, 0.8168], [-1.8455, 3.7412, 6.8910], [0.5239, -1.0674, -5.1165], [-0.1541, 0.2491, -1.0783], [0.4921, 0.7078, 0.3180], [-0.1378, 0.2782, -1.1538], [-0.8583, 0.0376, 0.3169], [1.2234, -0.1307, -0.9226], [-0.6392, -1.0543, -0.9232]]}